# 1
A molecular structure, C33H30FNReS4Si at a distorted geometry, computed with wB97M-V/def2-TZVPD.

Geometry as XYZ:
```
71
Properties=species:S:1:pos:R:3:forces:R:3:mulliken_charge:R:1
Re 1.12534 0.16313 0.14199 0.56 3.45 -1.03 0.424
S -0.19576 0.77913 -1.74101 0.04 0.00 0.49 0.264
C -0.86526 2.39113 -1.42711 0.13 0.05 0.00 -0.444
C -1.82316 2.92443 -2.27321 -0.01 0.19 -0.02 -0.508
C -2.21066 4.24183 -2.11601 -0.01 -0.02 -0.03 -0.774
C -1.61816 5.02493 -1.13241 -0.06 0.04 -0.02 -0.671
C -0.67196 4.48993 -0.28451 0.02 -0.23 -0.09 -0.670
C -0.28776 3.15293 -0.41031 -0.23 -0.11 -0.45 0.977
S 0.86874 2.49573 0.72139 0.28 -1.69 0.18 -0.452
C 2.77414 1.27063 2.98499 -0.33 0.60 0.05 -1.286
C 3.31374 0.13063 2.46939 0.84 -1.21 -0.26 1.328
C 4.53314 -0.35827 3.04889 -0.49 0.47 -0.04 -1.101
C 5.12364 -1.49367 2.60249 -0.09 -0.55 -0.50 -0.630
C 4.48404 -2.20277 1.57809 0.38 0.29 0.60 -0.855
C 3.30104 -1.72337 1.04739 -0.18 -0.02 -0.11 0.907
C 2.68634 -2.64737 0.02539 -0.36 -0.08 -0.24 -1.299
S 1.22314 -2.03427 -0.87461 0.32 0.60 0.36 -0.205
C 1.93654 -1.63487 -2.46661 0.00 0.06 0.02 -0.197
C 1.65994 -2.49277 -3.52131 0.07 -0.13 -0.12 -0.701
C 2.19354 -2.24847 -4.77261 -0.03 -0.12 -0.09 -0.623
C 3.00314 -1.13347 -4.96281 -0.06 -0.09 -0.10 -0.582
C 3.25474 -0.26587 -3.92621 -0.08 -0.09 0.09 -0.741
C 2.71824 -0.48597 -2.64951 0.13 -0.11 -0.44 1.114
S 3.05084 0.65143 -1.40191 -0.38 -0.63 0.78 -0.360
N 2.71544 -0.57427 1.42489 0.12 0.18 0.43 0.616
H -2.24976 2.30863 -3.05201 -0.06 -0.02 -0.08 0.503
H -2.95516 4.66643 -2.77061 -0.10 0.04 -0.07 0.400
H -1.89746 6.06223 -1.03021 -0.06 0.10 0.02 0.382
H -0.21246 5.09083 0.48229 0.06 0.11 0.15 0.477
H 1.85814 1.68643 2.62319 -0.24 -0.01 0.05 -0.130
H 3.29094 1.80043 3.76409 0.12 0.02 0.18 0.273
H 4.96204 0.21143 3.85629 0.06 0.11 0.09 0.403
H 6.05004 -1.86017 3.01599 0.08 0.02 0.10 0.427
H 4.89614 -3.12767 1.20629 0.01 -0.07 -0.06 0.506
H 2.35634 -3.55607 0.53569 0.10 0.00 0.00 0.606
H 3.42334 -2.92397 -0.72851 0.00 -0.02 0.08 0.672
H 1.01754 -3.34547 -3.34981 -0.01 -0.10 0.00 0.416
H 1.98814 -2.91917 -5.59441 -0.04 -0.04 -0.02 0.410
H 3.42924 -0.93697 -5.93521 0.02 0.01 -0.11 0.394
H 3.85674 0.61673 -4.08081 0.07 0.06 -0.02 0.455
F -4.76436 -2.78527 -2.57401 0.03 0.05 0.00 -0.356
C -3.73746 -1.93437 -2.39071 0.18 0.09 -0.01 0.371
C -2.63436 -2.02997 -3.22211 -0.34 -0.22 0.18 -0.662
C -1.57596 -1.16637 -3.02201 0.00 0.23 0.12 -0.822
C -1.63656 -0.23277 -1.99661 0.07 0.21 0.04 0.244
C -2.75086 -0.13627 -1.17761 0.00 -0.13 -0.12 -0.460
C -3.81706 -0.99327 -1.37741 -0.03 -0.09 -0.10 -0.670
H -2.60766 -2.77897 -3.99541 -0.05 -0.10 -0.14 0.485
H -0.70686 -1.21207 -3.66061 0.08 0.02 -0.06 0.717
H -2.78236 0.59023 -0.38081 0.01 0.09 0.10 0.710
H -4.69026 -0.94127 -0.74821 -0.15 -0.04 0.06 0.494
C 0.20074 -0.91587 3.67109 -0.17 0.27 -0.74 -1.349
Si -0.46446 -0.53817 1.89249 -0.42 -1.56 0.44 0.564
C -1.17016 -2.25537 1.34699 -0.06 0.72 0.52 -1.447
C -1.99196 0.57003 2.29379 0.51 -0.30 -0.27 0.513
C -3.28446 0.05643 2.23629 0.08 -0.06 -0.04 -0.123
C -4.37396 0.79733 2.66029 -0.18 0.02 0.02 -0.653
C -4.19176 2.07633 3.15839 -0.10 0.04 -0.01 -0.534
C -2.91446 2.60903 3.21699 -0.03 0.12 0.07 -0.786
C -1.83226 1.86133 2.78749 0.03 -0.05 0.00 -0.079
H -0.60996 -1.27397 4.29839 -0.22 -0.07 0.07 0.434
H 0.62174 -0.03817 4.14709 0.09 0.26 0.14 0.324
H 0.97334 -1.67617 3.65189 0.24 -0.24 -0.05 0.352
H -1.86456 -2.61967 2.09359 -0.29 -0.28 0.21 0.466
H -0.37016 -2.98377 1.26279 0.24 -0.15 0.04 0.373
H -1.67766 -2.21597 0.38859 -0.10 0.05 -0.22 0.286
H -3.44026 -0.94357 1.86299 -0.07 -0.19 -0.06 0.327
H -5.36706 0.37173 2.60899 -0.07 -0.02 0.01 0.408
H -5.04016 2.65253 3.50099 -0.04 0.04 0.00 0.377
H -2.76526 3.60773 3.60459 0.03 0.06 0.02 0.430
H -0.84056 2.28433 2.83459 0.13 0.14 0.04 0.339
```
Forces are in eV/Å.

Results
**Net charge**: 0
**Max |F|**: 3.65 eV Å⁻¹
**<S²>**: 0.805
**Energy**: -3390.66721 Eh
**Multiplicity**: 2



# 2
A molecular structure, C33H30N4OS5Ti at a distorted geometry, computed with wB97M-V/def2-TZVPD.

Geometry as XYZ:
```
74
Properties=species:S:1:pos:R:3:forces:R:3:mulliken_charge:R:1
Ti 0.44132 -0.11079 -0.55145 0.25 -0.27 -0.32 -0.576
S 0.66828 2.35425 -0.66733 -0.38 0.37 -0.05 -0.366
C -0.92569 2.93797 -1.18319 0.12 0.17 0.11 0.375
C -1.41332 4.20293 -0.83931 0.07 -0.02 0.24 -0.635
C -2.67224 4.62446 -1.23960 0.02 -0.06 0.02 -0.703
C -3.47853 3.80652 -2.02325 0.08 0.00 -0.01 -0.819
C -2.98566 2.58091 -2.44192 0.01 -0.04 -0.04 -0.466
C -1.72777 2.16559 -2.02018 -0.11 -0.07 -0.16 0.633
S -0.92055 0.73851 -2.67758 0.19 0.00 0.39 -0.130
C -2.15546 -0.56041 -2.58702 -0.08 -0.26 -0.08 -0.712
C -1.37240 -1.83787 -2.77776 0.03 0.15 0.10 0.621
C -1.85794 -2.83244 -3.60659 -0.08 0.01 -0.01 -1.053
C -1.09126 -3.96440 -3.80659 -0.02 -0.11 -0.06 -0.759
C 0.14277 -4.03938 -3.19455 0.12 -0.13 0.00 -1.152
C 0.58240 -2.99407 -2.39260 0.01 0.04 0.12 0.558
C 1.97024 -3.08691 -1.81067 -0.11 0.02 -0.16 -1.394
S 2.18069 -2.24520 -0.22085 -0.53 -0.10 0.18 -0.118
C 3.71047 -1.42244 -0.46318 0.11 -0.02 0.04 0.146
C 4.82722 -1.82081 0.26564 -0.03 0.07 -0.02 -0.642
C 6.01688 -1.12815 0.11399 -0.04 0.06 -0.07 -0.800
C 6.06031 -0.05666 -0.77256 -0.03 0.04 -0.03 -0.568
C 4.94097 0.32766 -1.50032 -0.02 0.08 -0.02 -0.691
C 3.72253 -0.34437 -1.35903 0.08 -0.07 0.00 0.733
S 2.27152 0.10238 -2.25139 0.44 0.06 0.17 -0.413
N -0.17637 -1.91465 -2.16292 -0.11 -0.02 -0.12 1.131
H -0.79946 4.85116 -0.22566 -0.01 -0.03 0.00 0.460
H -3.03224 5.59936 -0.93283 0.05 -0.03 -0.02 0.409
H -4.45689 4.14116 -2.34131 0.01 -0.03 0.01 0.441
H -3.56540 1.96244 -3.11887 0.02 0.03 0.04 0.395
H -2.91091 -0.47216 -3.36432 0.00 0.03 -0.06 0.767
H -2.65854 -0.51047 -1.62169 0.00 -0.04 0.04 0.197
H -2.81688 -2.70827 -4.09235 0.02 -0.01 0.03 0.512
H -1.44390 -4.76891 -4.44052 0.02 0.04 0.02 0.451
H 0.78496 -4.89880 -3.34012 -0.03 0.03 -0.01 0.522
H 2.65869 -2.59841 -2.49993 0.02 0.03 -0.05 0.541
H 2.25135 -4.13444 -1.71722 0.06 0.00 0.04 0.607
H 4.75967 -2.65920 0.94920 -0.04 0.02 -0.05 0.465
H 6.89648 -1.41935 0.67235 -0.02 0.02 -0.01 0.411
H 6.98408 0.49703 -0.89021 -0.04 0.00 -0.03 0.400
H 4.99006 1.17911 -2.16794 0.02 -0.04 0.00 0.472
N -3.49527 0.03663 1.53480 -0.41 0.33 0.29 0.099
C -3.18434 1.30779 2.00799 -0.53 -0.30 0.00 0.836
C -3.92309 2.17670 2.80792 0.11 -0.09 -0.07 -1.209
C -3.26011 3.29950 3.24508 0.19 0.09 0.01 -0.609
C -1.91074 3.52348 2.90219 -0.19 0.09 0.03 -1.153
C -1.21510 2.67052 2.07470 0.16 0.02 -0.19 -0.426
C -1.88549 1.54730 1.58495 0.44 -0.09 -0.33 -0.340
N -1.44031 0.44903 0.80313 0.20 0.58 0.57 1.965
C -2.40723 -0.41948 0.90125 0.01 -1.00 -0.38 -0.964
C -2.17422 -1.84274 0.61379 0.50 1.05 0.02 -0.345
C -3.02815 -2.88257 0.67278 -0.60 -0.22 0.02 -0.674
S -2.15375 -4.32777 0.55682 -0.13 -0.61 0.02 -0.194
C -0.70775 -3.46090 0.44218 0.20 0.32 -0.19 -0.302
N -0.84512 -2.16210 0.45512 -0.16 -0.21 0.19 1.011
H -4.31892 -0.49625 1.75439 0.02 0.01 0.04 0.264
H -4.94639 1.96503 3.09088 0.04 0.01 -0.01 0.465
H -3.77534 4.00710 3.88189 0.05 0.00 -0.02 0.440
H -1.41057 4.40099 3.29201 -0.02 -0.03 0.00 0.480
H -0.18490 2.85366 1.79865 -0.07 0.02 -0.01 0.674
H -4.10126 -2.87756 0.79831 0.10 0.00 -0.02 0.448
H 0.24056 -3.96982 0.32780 -0.04 0.07 0.06 0.338
C 1.55062 0.31994 3.73612 -0.02 0.06 0.20 -0.718
C 2.88048 0.76861 3.13344 0.11 0.06 0.10 -0.684
C 2.54108 0.97675 1.67104 -0.32 -0.33 0.00 -0.306
O 1.38386 0.09230 1.42431 0.18 0.17 -0.27 1.272
C 1.00014 -0.57234 2.65336 0.10 0.06 -0.30 -0.332
H 0.88654 1.17369 3.88751 0.01 0.00 0.00 0.187
H 1.65752 -0.20568 4.68398 0.04 0.02 -0.01 0.435
H 3.63880 -0.00723 3.25338 -0.03 -0.03 -0.03 0.314
H 3.26808 1.68245 3.58034 -0.02 -0.01 0.03 0.399
H 3.32887 0.68688 0.98428 0.09 0.01 -0.03 -0.384
H 2.21113 1.98391 1.44177 -0.03 0.14 0.04 0.484
H 1.46058 -1.56246 2.66234 0.02 -0.08 0.03 0.231
H -0.07968 -0.67822 2.64309 -0.07 0.04 0.06 0.049
```
Forces are in eV/Å.

Results
**Net charge**: +1
**Max |F|**: 1.17 eV Å⁻¹
**<S²>**: 0.756
**Multiplicity**: 2
**ΔE to the lowest compared entry with this formula, charge and spin**: 9.2 kcal per mole



# 3
A molecular structure, C33H31AsLiNO7P2S3, computed with wB97M-V/def2-TZVPD.

Geometry as XYZ:
```
79
Properties=species:S:1:pos:R:3:forces:R:3:mulliken_charge:R:1
Li -1.83675 0.89673 -0.39443 0.01 -0.05 0.54 0.521
C 1.74334 -0.81691 -2.05623 0.01 0.12 0.07 -1.713
N 1.73582 -0.53000 -0.59213 0.09 0.03 -0.23 0.843
P 2.41482 1.05460 -0.33880 0.17 -0.13 0.03 -0.429
C 4.18540 0.58605 -0.04541 -0.04 -0.09 0.09 0.152
C 5.13056 1.61030 -0.02405 0.01 0.02 0.04 -0.364
C 6.47492 1.33888 0.18509 -0.02 0.05 -0.02 -0.594
C 6.90283 0.02809 0.34989 0.03 -0.03 0.01 -0.420
C 5.97689 -1.00459 0.29994 -0.02 -0.01 -0.01 -0.768
C 4.63038 -0.72522 0.10324 0.02 0.10 -0.08 0.398
C 1.91680 1.44199 1.38691 -0.08 0.10 -0.04 0.172
C 0.71903 2.14935 1.51928 0.05 -0.06 0.02 -0.197
C 0.23215 2.48470 2.77721 0.06 0.07 0.05 -0.855
C 0.95877 2.14499 3.90768 0.01 0.03 0.01 -0.457
C 2.16353 1.46169 3.78641 0.05 0.03 -0.02 -0.696
C 2.63689 1.10555 2.53382 0.05 0.09 0.01 -0.167
P 0.26454 -0.96177 0.21261 -0.30 0.18 0.05 -0.202
C 0.81486 -1.37216 1.92249 0.08 -0.06 0.07 0.843
C 1.94317 -2.13335 2.22752 -0.07 0.00 0.02 -0.352
C 2.25649 -2.43982 3.53991 0.02 0.00 -0.02 -0.678
C 1.43370 -1.99668 4.57153 -0.01 0.00 0.04 -0.563
C 0.30632 -1.24850 4.27835 -0.05 -0.01 -0.03 -0.510
C 0.00062 -0.93198 2.95795 -0.04 -0.09 0.07 -0.710
C 0.02862 -2.70356 -0.31137 -0.03 -0.02 -0.03 1.407
C -1.27706 -3.17995 -0.21785 0.01 -0.05 -0.11 -0.999
C -1.56597 -4.50401 -0.51858 -0.01 0.02 0.00 -0.576
C -0.55674 -5.36295 -0.92717 -0.02 -0.01 0.00 -0.582
C 0.74550 -4.89212 -1.03293 0.04 0.02 -0.01 -0.782
C 1.03508 -3.57084 -0.72583 0.05 -0.06 0.05 -0.151
H 1.87755 0.10310 -2.62929 0.00 0.03 0.01 0.527
H 0.79553 -1.22156 -2.39701 -0.13 -0.09 0.01 0.519
H 2.55199 -1.51420 -2.30044 -0.03 0.01 0.01 0.226
H 4.80308 2.63442 -0.17461 0.00 0.00 0.01 0.402
H 7.19227 2.15159 0.20698 -0.01 -0.01 0.00 0.377
H 7.95430 -0.18720 0.50194 -0.01 0.00 0.00 0.342
H 6.30307 -2.03262 0.41225 0.00 0.01 0.00 0.399
H 3.89965 -1.52023 0.04677 -0.03 -0.05 0.01 0.087
H 0.15612 2.40817 0.62895 -0.01 0.04 0.00 0.626
H -0.72197 2.99200 2.85240 0.05 0.00 -0.01 0.627
H 0.57990 2.40105 4.89108 0.00 0.01 0.00 0.395
H 2.72083 1.18392 4.67395 0.01 -0.01 -0.02 0.351
H 3.56177 0.55000 2.44789 0.03 -0.02 0.01 0.290
H 2.57311 -2.49121 1.42438 0.02 -0.01 -0.01 0.103
H 3.13968 -3.02861 3.76252 -0.01 0.01 0.00 0.410
H 1.67718 -2.23430 5.60107 0.00 0.00 -0.01 0.336
H -0.33518 -0.88866 5.07445 0.02 -0.01 0.00 0.460
H -0.87082 -0.32494 2.73494 0.01 -0.02 -0.03 0.500
H -2.07809 -2.49891 0.04327 0.00 0.04 0.02 0.424
H -2.59149 -4.84806 -0.46515 0.01 -0.01 0.00 0.419
H -0.78578 -6.39098 -1.18327 0.00 0.00 0.01 0.340
H 1.53909 -5.55252 -1.36449 -0.01 0.00 0.00 0.416
H 2.05378 -3.21308 -0.81284 0.00 0.03 -0.01 0.071
O -0.65630 3.81670 -3.04735 0.08 0.16 0.03 -0.643
As -0.79038 2.03821 -2.96963 -0.21 -0.14 -0.01 1.146
O 0.18142 1.42405 -4.12248 0.05 0.05 -0.04 -0.925
O -0.55285 1.76753 -1.34076 -0.05 -0.09 -0.07 0.150
C -2.72907 1.88650 -3.33801 0.12 0.17 -0.05 -0.397
C -3.33122 3.03798 -3.84547 -0.01 0.00 -0.04 -0.542
C -4.69222 3.09170 -4.10582 0.04 0.02 0.00 -0.592
C -5.48682 1.98492 -3.86222 0.01 -0.04 0.02 -0.505
C -4.90766 0.83305 -3.35693 -0.12 -0.02 -0.04 -0.769
C -3.54542 0.78245 -3.09639 -0.05 -0.15 0.04 0.365
S -2.94536 -0.71906 -2.33045 0.36 -0.05 -0.29 1.218
O -3.78888 -1.80402 -2.78367 -0.12 0.03 0.01 -0.816
O -1.54574 -0.80205 -2.70906 -0.03 -0.09 -0.03 -0.573
O -3.09961 -0.44205 -0.88769 -0.01 -0.01 0.01 -0.474
H -0.77413 4.12196 -2.13650 -0.03 -0.04 -0.06 0.284
H -2.71681 3.91001 -4.01490 0.00 0.02 -0.01 0.493
H -5.13026 4.00893 -4.48021 0.00 0.01 0.00 0.345
H -6.55381 2.02038 -4.04698 0.00 0.00 0.00 0.361
H -5.50309 -0.04840 -3.15438 0.02 0.01 0.00 0.436
C -5.51783 0.94750 0.71342 0.05 0.00 0.01 -0.322
O -5.31768 2.33008 0.42237 -0.02 0.12 0.08 -0.267
C -4.18048 2.95133 0.80300 0.01 -0.13 -0.20 0.106
S -4.08611 4.55880 0.34839 0.00 0.03 0.07 -0.449
S -2.98440 2.07262 1.65627 -0.04 -0.01 -0.03 -0.428
H -6.52586 0.73407 0.35721 0.01 0.00 0.00 0.232
H -5.44183 0.76004 1.78493 -0.02 0.02 0.02 0.343
H -4.78772 0.33107 0.19250 -0.05 0.00 0.03 0.005
```
Forces are in eV/Å.

Results
**Net charge**: -2
**Max |F|**: 0.54 eV Å⁻¹
**ΔE to the lowest compared entry with this formula, charge and spin**: 0.0 kcal per mole